A molecular structure, C41H39ClN2O10P2PbTe. Source: the Open Molecules 2025 dataset; level of theory: wB97M-V/def2-TZVPD.

Positions of all 97 atoms, in Å:
Pb 0.137 0.473 -0.906
O 0.642 4.938 -1.687
C 0.319 3.868 -1.171
O 0.883 2.731 -1.346
C -0.826 3.887 -0.138
C -0.477 3.083 1.132
C -1.335 3.552 2.304
C -2.733 3.000 1.900
C -2.408 2.248 0.603
O -1.067 1.780 0.876
C -2.194 3.235 -0.558
C -2.267 2.528 -1.928
O -2.908 3.069 -2.822
O -1.722 1.359 -2.005
H -0.986 4.934 0.108
H 0.583 2.970 1.336
H -0.981 3.102 3.231
H -1.314 4.636 2.411
H -3.126 2.312 2.649
H -3.471 3.784 1.726
H -3.056 1.403 0.388
H -2.973 3.993 -0.582
O 2.426 1.778 3.645
Cl 2.043 0.571 2.947
O 3.025 -0.472 3.171
O 1.980 0.851 1.510
O 0.741 0.131 3.400
Te -1.135 -5.002 -0.516
C 0.810 -5.753 -0.893
C 1.535 -5.401 -2.023
C 2.786 -5.965 -2.228
N 3.356 -6.848 -1.401
C 2.651 -7.178 -0.317
C 1.395 -6.666 -0.022
C -0.790 -2.915 -0.685
P -0.751 -1.929 0.802
C 0.280 -2.945 1.935
C 1.554 -3.298 1.487
C 2.375 -4.113 2.250
C 1.937 -4.587 3.482
C 0.679 -4.225 3.943
C -0.142 -3.408 3.176
C -2.349 -1.867 1.706
C -3.433 -2.700 1.448
C -4.634 -2.536 2.126
C -4.762 -1.535 3.081
C -3.688 -0.691 3.344
C -2.494 -0.846 2.652
P -1.498 -1.895 -1.952
C -1.005 -2.592 -3.574
C -1.877 -3.000 -4.580
C -1.390 -3.439 -5.808
C -0.025 -3.456 -6.056
C 0.853 -3.018 -5.070
C 0.369 -2.588 -3.845
C -3.337 -2.067 -1.963
C -4.089 -0.913 -1.757
C -5.473 -0.980 -1.621
C -6.122 -2.203 -1.706
C -5.384 -3.361 -1.935
C -4.003 -3.293 -2.061
H 1.136 -4.692 -2.736
H 3.361 -5.698 -3.110
H 3.123 -7.883 0.362
H 0.893 -6.955 0.893
H 1.882 -2.948 0.514
H 3.355 -4.392 1.880
H 2.573 -5.233 4.077
H 0.332 -4.581 4.907
H -1.120 -3.131 3.550
H -3.353 -3.472 0.693
H -5.473 -3.183 1.897
H -5.697 -1.408 3.615
H -3.786 0.099 4.080
H -1.654 -0.177 2.839
H -2.946 -2.970 -4.414
H -2.085 -3.761 -6.575
H 0.352 -3.800 -7.012
H 1.921 -3.004 -5.260
H 1.060 -2.244 -3.080
H -3.571 0.040 -1.726
H -6.041 -0.074 -1.447
H -7.200 -2.258 -1.602
H -5.886 -4.320 -2.012
H -3.433 -4.200 -2.222
C 4.334 -3.227 -1.156
N 4.214 -2.006 -0.389
C 4.972 -1.857 0.851
C 3.308 -1.066 -0.719
O 2.541 -1.130 -1.675
H 5.379 -3.406 -1.420
H 3.742 -3.123 -2.061
H 3.958 -4.088 -0.596
H 5.794 -2.574 0.841
H 4.351 -2.028 1.729
H 5.386 -0.853 0.930
H 3.273 -0.232 -0.004

For the HOMO energy, the calculation gives -2.53 eV. As for the net charge: -2. The calculation puts the energy relative to the best compared isomer or geometry (same formula, charge and spin) at 0.0 kcal per mole. The lowest unoccupied orbital energy comes out at 0.133 Eh.

=====

A single C7H11F3Si molecule in a non-equilibrium geometry. Source: the Open Molecules 2025 dataset; level of theory: wB97M-V/def2-TZVPD.

Positions of all 22 atoms, in Å:
C -0.385 -2.746 0.862
C -0.343 -1.331 0.247
C -1.007 -0.310 0.758
C -0.784 1.355 0.053
Si 0.199 2.277 1.353
F 1.633 1.752 1.640
F -0.497 2.309 2.746
F 0.571 3.880 1.174
C -0.123 1.272 -1.377
C 0.983 0.140 -1.390
C 0.505 -1.239 -0.999
H -0.441 -3.528 0.205
H -1.305 -2.780 1.552
H 0.561 -2.869 1.465
H -1.839 -0.168 1.415
H -1.927 1.542 0.032
H 0.339 2.267 -1.630
H -0.902 1.135 -2.059
H 1.855 0.478 -0.749
H 1.543 0.120 -2.409
H 1.326 -1.835 -0.899
H 0.037 -1.720 -1.989

For the HOMO energy, the calculation gives -9.63 eV. The SMILES is CC1=C[C@@H]([Si](F)(F)F)CCC1. The calculation puts the energy relative to the best compared isomer or geometry (same formula, charge and spin) at 0.0 kcal per mole. The lowest unoccupied orbital energy comes out at 0.027 Eh.

=====

A molecular structure, C5H6ClN in a non-equilibrium geometry. Source: the Open Molecules 2025 dataset; level of theory: wB97M-V/def2-TZVPD.

Positions of all 13 atoms, in Å:
C -0.860 -0.725 -0.166
C 0.063 -0.341 0.960
C 0.174 -0.100 -0.995
C 0.369 1.301 -0.620
C 0.112 1.183 0.755
H -0.786 -1.797 -0.432
H -0.242 -0.509 2.037
H 1.357 -1.792 0.270
H 0.322 -0.472 -1.964
H 0.793 1.928 -1.362
H -0.067 1.894 1.515
N 1.188 -0.672 0.057
Cl -2.423 0.102 -0.055

For the HOMO energy, the calculation gives -8.93 eV. The calculation puts the energy relative to the best compared isomer or geometry (same formula, charge and spin) at 95.2 kcal per mole. The lowest unoccupied orbital energy comes out at 0.033 Eh.

=====

A molecular structure, C36H48AsBaN7O4S4 in a non-equilibrium geometry. Source: the Open Molecules 2025 dataset; level of theory: wB97M-V/def2-TZVPD.

Positions of all 101 atoms, in Å:
Ba -0.001 -0.333 -0.046
C -6.532 -0.451 4.260
C -5.377 -0.200 3.293
C -5.930 -0.227 1.863
C -4.796 1.191 3.580
C -4.275 -1.248 3.426
C -4.344 -2.313 4.335
C -3.333 -3.252 4.440
C -2.220 -3.125 3.621
S -0.803 -4.107 3.491
C -0.190 -3.032 2.242
N -0.975 -2.038 1.952
C -2.129 -2.069 2.715
C -3.155 -1.139 2.618
C 1.124 -3.315 1.607
C 1.841 -4.416 2.085
C 3.047 -4.755 1.501
C 3.524 -3.980 0.449
C 2.790 -2.885 0.007
C 1.552 -2.496 0.545
H -7.294 0.317 4.122
H -6.206 -0.410 5.299
H -7.004 -1.419 4.089
H -6.698 0.539 1.742
H -6.375 -1.195 1.632
H -5.149 -0.042 1.126
H -5.578 1.946 3.488
H -3.987 1.443 2.892
H -4.388 1.243 4.589
H -5.206 -2.416 4.976
H -3.416 -4.064 5.148
H -3.046 -0.318 1.920
H 1.481 -5.023 2.908
H 3.608 -5.608 1.862
H 4.467 -4.237 -0.019
H 3.213 -2.317 -0.819
O -2.886 -1.191 -5.384
C -2.581 0.111 -5.334
C -2.994 0.907 -6.407
C -2.698 2.253 -6.441
C -1.982 2.844 -5.406
C -1.593 2.065 -4.334
C -1.884 0.704 -4.259
C -1.477 -0.043 -3.025
O -1.175 0.622 -1.984
N -1.499 -1.349 -3.147
N -1.200 -2.056 -1.975
C -1.140 -3.309 -2.188
S -1.044 -4.433 -0.844
C -0.388 -5.775 -1.855
C -1.159 -5.759 -3.164
S -1.184 -4.057 -3.783
H -2.455 -1.614 -4.587
H -3.540 0.430 -7.207
H -3.020 2.846 -7.286
H -1.731 3.896 -5.441
H -1.035 2.491 -3.514
H -0.532 -6.707 -1.310
H 0.679 -5.621 -2.023
H -2.180 -6.110 -3.010
H -0.677 -6.381 -3.918
N 2.071 0.662 1.718
C 2.878 1.667 1.042
C 4.289 1.753 1.665
C 5.238 2.901 1.309
C 4.572 4.279 1.154
N 3.880 4.263 -0.124
C 2.878 5.022 -0.475
N 2.159 4.649 -1.537
N 2.558 6.142 0.203
C 2.813 1.438 -0.505
O 3.690 1.958 -1.234
O 1.829 0.802 -0.918
H 1.831 0.957 2.656
H 2.558 -0.227 1.774
H 2.358 2.625 1.199
H 4.799 0.805 1.477
H 4.126 1.790 2.749
H 5.772 2.675 0.384
H 6.000 2.976 2.089
H 5.327 5.073 1.181
H 3.848 4.465 1.954
H 3.900 3.303 -0.583
H 2.266 3.691 -1.863
H 1.308 5.130 -1.768
H 3.196 6.500 0.891
H 1.866 6.775 -0.156
C -3.568 1.784 -0.751
As -2.202 2.832 0.112
C -3.191 4.380 0.712
C -0.949 3.619 -1.117
S -1.175 1.982 1.745
H -3.635 2.092 -1.792
H -4.498 1.988 -0.217
H -3.310 0.728 -0.715
H -3.667 4.875 -0.134
H -2.496 5.055 1.213
H -3.946 4.049 1.425
H -1.471 4.174 -1.894
H -0.332 2.831 -1.543
H -0.359 4.287 -0.483

For the HOMO energy, the calculation gives -6.56 eV. The calculation puts the energy relative to the best compared isomer or geometry (same formula, charge and spin) at 21.8 kcal per mole. The lowest unoccupied orbital energy comes out at -0.018 Eh.